1 | Molecular formula: C35H35Br2N6O4S3Ti
Method: DFT, wB97M-V/def2-TZVPD

Structure (XYZ):
```
86
Properties=species:S:1:pos:R:3:lowdin_charge:R:1
Ti 0.620 -0.559 1.078 0.95
C -0.764 -1.674 -2.109 0.01
C 0.563 -1.832 -1.460 -0.26
N 0.664 -2.390 -0.284 -0.01
N 1.927 -2.963 -0.087 -0.03
C 2.430 -2.935 1.093 -1.04
S 1.817 -2.042 2.460 0.73
S 3.923 -3.779 1.407 0.94
C 4.140 -4.700 -0.143 -0.40
C 3.107 -5.774 -0.375 -0.30
C 2.381 -5.790 -1.559 -0.06
C 1.447 -6.787 -1.803 -0.08
C 1.226 -7.777 -0.856 -0.09
C 1.947 -7.766 0.330 -0.08
C 2.882 -6.771 0.568 -0.06
C 1.770 -1.290 -2.101 -0.12
C 2.208 -1.534 -3.392 -0.01
C 3.363 -0.920 -3.856 -0.06
C 4.056 -0.042 -3.031 -0.05
C 3.607 0.240 -1.749 0.00
C 2.463 -0.380 -1.286 -0.29
O 1.972 -0.093 -0.047 -0.22
H -1.583 -1.863 -1.420 0.07
H -0.807 -2.431 -2.901 0.11
H -0.870 -0.706 -2.595 0.09
H 5.139 -5.128 -0.040 0.09
H 4.160 -3.993 -0.971 0.08
H 2.549 -5.010 -2.293 0.11
H 0.893 -6.792 -2.733 0.10
H 0.499 -8.556 -1.043 0.10
H 1.785 -8.539 1.070 0.10
H 3.440 -6.765 1.497 0.11
H 1.665 -2.227 -4.023 0.12
H 3.720 -1.123 -4.855 0.11
H 4.953 0.441 -3.396 0.11
H 4.117 0.947 -1.109 0.13
Br -4.572 0.437 2.311 0.83
C -3.319 1.753 2.855 -0.70
C -3.759 2.881 3.531 -0.08
C -2.801 3.797 3.931 -0.02
C -1.462 3.545 3.666 0.03
C -1.136 2.383 2.992 -0.15
N -2.057 1.504 2.573 0.07
C 0.319 2.042 2.759 -0.49
O 1.199 2.799 3.036 0.16
O 0.492 0.805 2.302 -0.18
H -4.810 3.023 3.734 0.11
H -3.096 4.692 4.462 0.12
H -0.671 4.211 3.976 0.13
Br -4.504 -3.688 4.600 0.81
C -3.110 -2.874 3.643 -0.70
C -2.945 -3.138 2.294 -0.09
C -1.920 -2.496 1.626 -0.10
N -1.088 -1.639 2.222 -0.06
C -1.248 -1.412 3.530 -0.14
C -2.244 -2.002 4.281 -0.08
H -3.593 -3.826 1.772 0.11
H -1.743 -2.685 0.578 0.10
H -0.548 -0.728 3.990 0.12
H -2.339 -1.784 5.335 0.12
C 1.233 7.936 -1.659 0.00
C 0.405 6.696 -1.599 -0.27
C -0.938 6.638 -1.832 0.02
C -1.564 5.377 -1.739 -0.30
N -0.919 4.269 -1.436 0.11
C 0.414 4.309 -1.197 -0.80
S 1.356 2.993 -0.797 0.71
N 1.034 5.543 -1.295 0.09
C -3.035 5.244 -1.986 -0.02
H 0.613 8.798 -1.890 0.09
H 2.002 7.843 -2.428 0.10
H 1.731 8.106 -0.704 0.10
H -1.494 7.527 -2.082 0.12
H 2.029 5.536 -1.111 0.14
H -3.478 6.180 -2.319 0.08
H -3.531 4.925 -1.068 0.09
H -3.211 4.474 -2.736 0.08
C -2.879 1.074 -1.244 -0.05
C -1.504 1.205 -0.639 -0.28
O -1.253 0.130 0.321 -0.22
H -3.034 1.908 -1.930 0.08
H -3.654 1.113 -0.477 0.04
H -2.994 0.145 -1.801 0.07
H -1.383 2.157 -0.125 0.08
H -0.706 1.168 -1.377 0.08
H -1.690 0.410 1.166 0.04
```

Summary:
M: 907.579 g mol⁻¹
LUMO: -3.49 eV
Total charge: +1
Frontier orbital gap: 0.2512 Ha
Multiplicity: 1
E_HOMO: -10.322 eV



2 | Molecular formula: C35H35Br2N6O4S3Ti
Method: DFT, wB97M-V/def2-TZVPD

Structure (XYZ):
```
86
Properties=species:S:1:pos:R:3:lowdin_charge:R:1
Ti -0.128 -0.907 0.198 0.92
C -1.353 1.247 3.902 0.01
C -1.319 0.343 2.708 -0.19
N -0.297 0.314 1.912 -0.06
N 0.741 1.193 2.263 -0.03
C 1.877 0.818 1.807 -1.04
S 2.164 -0.691 0.951 0.69
S 3.201 1.955 2.069 0.90
C 4.309 0.867 3.045 -0.41
C 3.732 0.533 4.390 -0.30
C 2.968 -0.618 4.560 -0.06
C 2.381 -0.899 5.787 -0.08
C 2.553 -0.031 6.856 -0.09
C 3.313 1.122 6.692 -0.08
C 3.896 1.401 5.466 -0.05
C -2.448 -0.555 2.448 -0.10
C -3.725 -0.266 2.934 -0.01
C -4.777 -1.129 2.712 -0.05
C -4.551 -2.326 2.036 -0.04
C -3.288 -2.644 1.573 0.01
C -2.247 -1.746 1.751 -0.28
O -1.011 -2.032 1.262 -0.19
H -0.355 1.380 4.307 0.08
H -1.716 2.235 3.607 0.11
H -2.014 0.843 4.665 0.09
H 4.505 -0.024 2.451 0.06
H 5.227 1.448 3.127 0.08
H 2.841 -1.304 3.730 0.09
H 1.795 -1.801 5.909 0.10
H 2.107 -0.255 7.817 0.10
H 3.453 1.802 7.523 0.11
H 4.481 2.305 5.339 0.12
H -3.890 0.659 3.471 0.12
H -5.768 -0.882 3.067 0.11
H -5.367 -3.017 1.871 0.12
H -3.099 -3.581 1.065 0.12
Br -0.563 -4.099 -4.216 0.80
C -1.994 -2.906 -3.860 -0.72
C -3.021 -2.796 -4.793 -0.09
C -4.041 -1.902 -4.519 -0.03
C -3.989 -1.150 -3.352 0.02
C -2.909 -1.342 -2.513 -0.18
N -1.928 -2.215 -2.750 0.10
C -2.797 -0.499 -1.282 -0.47
O -3.720 0.115 -0.825 0.14
O -1.559 -0.439 -0.770 -0.18
H -3.011 -3.393 -5.692 0.10
H -4.865 -1.789 -5.211 0.12
H -4.754 -0.435 -3.087 0.13
Br 2.095 -7.112 -1.769 0.82
C 1.501 -5.389 -1.344 -0.70
C 2.367 -4.313 -1.415 -0.08
C 1.889 -3.066 -1.072 -0.20
N 0.624 -2.846 -0.682 -0.05
C -0.208 -3.898 -0.660 -0.13
C 0.185 -5.180 -0.970 -0.12
H 3.394 -4.432 -1.727 0.12
H 2.540 -2.205 -1.118 0.04
H -1.230 -3.701 -0.382 0.10
H -0.524 -5.994 -0.930 0.12
C -0.165 3.045 -6.078 0.00
C 0.635 2.765 -4.850 -0.26
C 1.348 3.688 -4.151 0.03
C 1.993 3.267 -2.970 -0.29
N 1.905 2.032 -2.505 0.10
C 1.230 1.092 -3.213 -0.76
S 1.081 -0.512 -2.759 0.74
N 0.630 1.496 -4.382 0.11
C 2.819 4.225 -2.172 -0.01
H -0.207 4.113 -6.271 0.09
H -1.182 2.668 -5.960 0.10
H 0.277 2.552 -6.946 0.10
H 1.388 4.717 -4.476 0.13
H 0.132 0.770 -4.883 0.14
H 2.494 5.255 -2.310 0.09
H 3.856 4.153 -2.512 0.10
H 2.801 3.953 -1.119 0.08
C -0.246 3.710 0.044 -0.05
C -0.757 2.419 -0.558 -0.26
O 0.222 1.383 -0.464 -0.25
H -1.049 4.448 0.094 0.09
H 0.560 4.135 -0.561 0.06
H 0.134 3.533 1.052 0.07
H -1.035 2.556 -1.609 0.12
H -1.639 2.058 -0.033 0.11
H 1.097 1.707 -0.736 0.05
```

Summary:
M: 907.579 g mol⁻¹
LUMO: -2.95 eV
Total charge: +1
Frontier orbital gap: 0.2811 Ha
Multiplicity: 1
E_HOMO: -10.597 eV



Stability summary: most stable 2, least stable 1.



1 | Molecular formula: C5H12N
Method: DFT, wB97M-V/def2-TZVPD

Structure (XYZ):
```
18
Properties=species:S:1:pos:R:3:lowdin_charge:R:1
C -2.591 0.249 0.263 -0.06
C -1.575 0.475 -0.773 -0.20
C -0.456 -0.644 -0.984 -0.08
C 0.604 -0.776 0.051 0.07
C 1.262 0.352 0.326 0.10
N 2.637 0.245 0.970 0.30
H -2.190 -0.166 1.240 0.12
H -3.150 1.125 0.453 0.09
H -3.383 -0.522 0.148 0.12
H -2.110 0.541 -1.688 0.13
H -1.020 1.376 -0.602 0.10
H -1.075 -1.599 -1.043 0.19
H 0.103 -0.751 -1.963 0.22
H 1.092 -1.753 0.337 0.19
H 1.100 1.381 0.069 0.17
H 2.727 1.185 1.301 0.18
H 2.828 -0.528 1.551 0.17
H 3.154 0.062 0.112 0.20
```

Summary:
M: 86.158 g mol⁻¹
LUMO (alpha / beta): -9.64 / -14.48 eV
Total charge: +2
Frontier orbital gap (alpha / beta): 0.3601 / 0.1706 Ha
Multiplicity: 2
E_HOMO (alpha / beta): -19.437 / -19.121 eV



2 | Molecular formula: C5H12N
Method: DFT, wB97M-V/def2-TZVPD

Structure (XYZ):
```
18
Properties=species:S:1:pos:R:3:lowdin_charge:R:1
C 0.073 -0.740 -2.586 0.05
C 0.481 -0.104 -1.310 -0.14
C 0.255 -0.904 -0.044 -0.15
C 0.447 -0.231 1.296 -0.06
C -0.824 1.636 2.459 0.23
N -0.664 0.845 1.458 0.05
H -0.365 -1.707 -2.365 0.12
H 0.855 -0.796 -3.376 0.18
H -0.648 -0.034 -3.053 0.18
H 0.124 0.979 -1.263 0.21
H 1.583 0.184 -1.266 0.25
H 1.016 -1.715 -0.097 0.18
H -0.745 -1.360 -0.102 0.16
H 1.378 0.310 1.473 0.15
H 0.284 -0.867 2.163 0.15
H -1.833 1.942 2.709 0.15
H 0.101 1.957 2.933 0.14
H -1.518 0.605 0.970 0.16
```

Summary:
M: 86.158 g mol⁻¹
LUMO (alpha / beta): -9.05 / -14.65 eV
Total charge: +2
Frontier orbital gap (alpha / beta): 0.4580 / 0.2497 Ha
Multiplicity: 2
E_HOMO (alpha / beta): -21.508 / -21.442 eV



Stability summary: most stable 2, least stable 1.